(1)
15
Properties=species:S:1:pos:R:3:lowdin_charge:R:1 method="wB97M-V/def2-TZVPD" orbital_gap_ev=11.0468 spin_multiplicity=1 smiles=O.O.O.O.O energy_ha=-382.18172 lumo_energy_ev=0.2 e_homo_ev=-10.9
O 0.431 1.575 -1.886 -0.093
H 0.049 1.126 -1.107 -0.024
H 0.261 2.514 -1.690 0.042
O -0.910 0.345 0.218 -0.042
H -0.777 -0.360 0.817 -0.004
H -1.665 0.076 -0.365 0.063
O -2.544 -0.752 -2.416 -0.019
H -2.738 -0.105 -3.070 0.033
H -1.672 -1.090 -2.433 0.019
O 0.824 -1.436 1.661 -0.028
H 1.379 -2.044 2.120 0.053
H 1.062 -1.377 0.735 0.065
O 2.089 0.940 2.480 -0.044
H 2.730 0.308 2.780 0.016
H 1.486 0.286 2.158 -0.037


(2)
20
Properties=species:S:1:pos:R:3:lowdin_charge:R:1 method="wB97M-V/def2-TZVPD" orbital_gap_ev=10.2788 total_charge=+1 spin_multiplicity=1 energy_ha=-307.47830 lumo_energy_ev=-4.0 e_homo_ev=-14.3
C 2.422 0.772 -0.184 -0.071
C 0.910 0.024 -0.100 0.067
C 3.476 0.027 -0.006 0.029
C -0.871 -2.324 0.120 -0.112
C -1.332 -0.914 -0.140 -0.278
N -0.399 0.149 -0.001 -0.001
N -1.774 2.473 0.089 0.076
H 2.368 1.800 -0.313 0.063
H 1.117 -1.019 0.003 0.079
H 4.509 0.367 -0.377 0.122
H 3.328 -0.928 0.512 0.085
H -2.657 2.073 0.303 0.056
H -0.259 -2.712 -0.676 0.067
H -0.606 -2.679 1.235 0.145
H -1.835 -2.907 -0.013 0.100
H -1.751 -0.828 -1.127 0.127
H -2.212 -0.832 0.585 0.150
H -1.616 3.216 0.722 0.056
H -1.955 2.990 -0.805 0.109
H -0.863 1.252 0.173 0.130